Record 1
122
Properties=species:S:1:pos:R:3 method="wB97M-V/def2-TZVPD" gap_ev=8.503 charge=0 smiles="CC[C@@H](Cl)c1cc2ncc(CCCI)nc2cc1OC[C@@H](C)CC(C)C.O=S1(=O)OCCO1.O=S1(=O)OCCO1.O=S1(=O)OCCO1.O=S1(=O)OCCO1.O=S1(=O)OCCO1.O=S1(=O)OCCO1" homo_energy_ev=-8.9 lumo_ev=-0.379
C 3.177 2.334 0.123
C 2.818 3.186 -1.130
C 1.722 4.209 -0.821
Cl 1.405 5.274 -2.263
C 0.446 3.604 -0.273
C 0.060 3.959 0.987
C -1.125 3.436 1.607
N -1.398 3.822 2.886
C -2.508 3.260 3.318
C -3.363 2.395 2.568
C -4.632 1.801 3.169
C -5.614 2.834 3.762
C -5.284 3.399 5.163
I -4.661 1.950 6.609
N -3.075 2.040 1.330
C -1.910 2.559 0.841
C -1.507 2.188 -0.475
C -0.356 2.674 -1.042
O 0.135 2.354 -2.263
C -0.792 1.703 -3.130
C -0.729 0.130 -3.065
C 0.121 -0.387 -1.896
C -2.197 -0.426 -3.117
C -2.656 -1.279 -1.905
C -2.202 -2.758 -1.995
C -4.221 -1.325 -1.972
H 4.026 1.701 -0.160
H 2.322 1.707 0.402
H 3.481 2.975 0.961
H 3.753 3.644 -1.477
H 2.480 2.471 -1.890
H 2.132 4.885 -0.059
H 0.670 4.659 1.559
H -2.796 3.479 4.348
H -4.343 0.995 3.857
H -5.160 1.312 2.338
H -5.632 3.697 3.077
H -6.637 2.435 3.771
H -6.213 3.831 5.556
H -4.602 4.252 5.083
H -2.133 1.492 -1.027
H -1.816 2.085 -3.048
H -0.467 1.961 -4.149
H -0.238 -0.223 -3.982
H 0.401 -1.434 -2.058
H -0.361 -0.297 -0.915
H 1.078 0.149 -1.798
H -2.272 -1.093 -3.992
H -2.954 0.355 -3.272
H -2.422 -0.833 -0.931
H -2.774 -3.309 -2.751
H -1.138 -2.869 -2.236
H -2.365 -3.197 -1.000
H -4.476 -2.017 -2.792
H -4.660 -1.756 -1.064
H -4.656 -0.359 -2.255
O 3.370 -4.638 -4.400
S 3.020 -3.464 -3.691
O 1.678 -3.018 -3.592
O 3.933 -2.248 -4.224
C 4.672 -1.679 -3.139
C 4.868 -2.821 -2.164
O 3.636 -3.551 -2.212
H 4.074 -0.878 -2.700
H 5.615 -1.271 -3.496
H 5.068 -2.476 -1.153
H 5.671 -3.488 -2.485
O -3.298 6.016 11.338
S -3.890 4.840 11.866
O -4.237 4.719 13.235
O -2.979 3.587 11.443
C -3.758 2.643 10.699
C -4.822 3.474 10.015
O -5.180 4.471 10.981
H -4.199 1.933 11.403
H -3.132 2.105 9.990
H -5.691 2.887 9.732
H -4.423 3.981 9.135
O 3.558 -1.931 -8.740
S 3.557 -3.221 -9.330
O 3.664 -3.411 -10.731
O 2.268 -4.016 -8.791
C 2.675 -5.227 -8.144
C 4.054 -4.930 -7.601
O 4.675 -4.119 -8.610
H 2.704 -6.022 -8.893
H 1.972 -5.496 -7.359
H 4.635 -5.831 -7.423
H 3.999 -4.347 -6.682
O 2.040 -6.254 -4.038
S 2.751 -7.476 -4.002
O 4.140 -7.533 -3.725
O 2.461 -8.265 -5.377
C 1.900 -9.551 -5.094
C 1.165 -9.376 -3.782
O 1.998 -8.502 -3.014
H 2.719 -10.267 -4.998
H 1.242 -9.862 -5.901
H 1.015 -10.317 -3.260
H 0.200 -8.884 -3.929
O 7.136 5.746 -2.687
S 6.878 7.054 -2.200
O 7.895 8.036 -2.098
O 6.134 6.920 -0.781
C 4.870 7.589 -0.827
C 4.440 7.504 -2.275
O 5.650 7.679 -3.024
H 5.019 8.626 -0.516
H 4.161 7.110 -0.156
H 3.713 8.267 -2.540
H 4.033 6.519 -2.511
O -0.603 -2.422 7.394
S -1.950 -2.043 7.612
O -2.315 -0.992 8.493
O -2.786 -3.358 8.002
C -3.859 -3.549 7.074
C -3.367 -2.935 5.780
O -2.642 -1.770 6.188
H -4.738 -3.024 7.454
H -4.088 -4.607 6.971
H -4.180 -2.666 5.110
H -2.675 -3.602 5.261

Record 2
114
Properties=species:S:1:pos:R:3 method="wB97M-V/def2-TZVPD" gap_ev=10.344 charge=0 smiles="C[C@H]1COC(=O)O1.C[C@H]1COC(=O)O1.C[C@H]1COC(=O)O1.C[C@H]1COC(=O)O1.C[C@H]1COC(=O)O1.C[C@H]1COC(=O)O1.COC(=O)OC.COC(=O)OC.COC(=O)OC" homo_energy_ev=-10.2 lumo_ev=0.182
C -3.768 0.532 2.455
C -2.288 0.514 2.460
C -1.559 0.297 1.128
O -0.959 1.572 0.780
C -0.947 2.307 1.858
O -0.598 3.471 1.958
O -1.620 1.709 2.858
H -4.264 -0.352 2.040
H -4.157 1.487 1.934
H -4.171 0.570 3.560
H -1.942 -0.188 3.253
H -2.251 -0.042 0.329
H -0.746 -0.425 1.258
C -6.408 -1.021 -4.090
C -6.531 -1.366 -2.573
C -7.477 -2.551 -2.285
O -6.666 -3.407 -1.408
C -5.458 -2.796 -1.226
O -4.589 -3.102 -0.349
O -5.326 -1.810 -2.097
H -5.914 -1.796 -4.678
H -5.717 -0.217 -4.253
H -7.452 -0.894 -4.420
H -6.826 -0.636 -1.854
H -7.569 -3.005 -3.253
H -8.417 -2.133 -1.914
C 1.971 -2.137 3.450
C 1.144 -0.935 3.658
C 1.658 -0.109 4.870
O 2.420 0.916 4.239
C 2.063 0.997 2.999
O 2.269 1.951 2.324
O 1.307 0.059 2.633
H 3.050 -1.836 3.523
H 1.735 -2.595 2.476
H 1.789 -2.845 4.230
H 0.183 -1.277 3.946
H 2.354 -0.588 5.591
H 0.795 0.228 5.445
C -0.956 0.317 -6.571
C -1.162 -0.611 -5.317
C -2.204 0.033 -4.346
O -3.280 -0.876 -4.435
C -3.040 -1.868 -5.337
O -3.843 -2.688 -5.739
O -1.778 -1.802 -5.695
H -0.397 -0.196 -7.359
H -0.351 1.244 -6.269
H -1.956 0.754 -6.950
H -0.248 -0.996 -4.825
H -2.442 1.064 -4.579
H -1.793 0.016 -3.334
C 0.898 2.014 -3.566
C -0.229 2.373 -2.575
C 0.304 3.405 -1.549
O -0.851 4.348 -1.589
C -1.524 4.195 -2.643
O -2.454 4.872 -3.031
O -1.290 2.914 -3.162
H 1.105 2.863 -4.214
H 0.602 1.077 -4.054
H 1.745 1.671 -2.974
H -0.529 1.486 -1.891
H 1.182 3.963 -1.852
H 0.473 2.980 -0.576
C 5.978 2.440 4.746
C 6.434 1.144 4.143
C 5.772 -0.084 4.753
O 5.385 -0.915 3.719
C 5.188 -0.146 2.712
O 4.558 -0.532 1.714
O 5.874 1.036 2.870
H 6.214 2.584 5.804
H 4.965 2.801 4.553
H 6.518 3.210 4.164
H 7.532 1.189 4.089
H 4.816 0.314 5.255
H 6.491 -0.467 5.524
C 1.989 -0.577 -0.397
O 0.904 -1.357 -0.139
C 0.059 -1.764 -1.098
O 0.231 -1.335 -2.438
O -0.984 -2.553 -0.752
C -1.872 -2.947 -1.748
H 2.431 -0.270 0.486
H 1.712 0.302 -1.051
H 2.653 -1.114 -1.035
H -1.581 -2.880 -2.806
H -2.666 -2.161 -1.634
H -2.181 -3.965 -1.546
C -0.621 -3.344 6.672
O -1.197 -2.666 5.574
C -1.333 -3.362 4.494
O -0.660 -4.590 4.298
O -1.937 -2.614 3.572
C -1.727 -3.023 2.217
H -0.679 -2.838 7.607
H 0.462 -3.518 6.529
H -1.200 -4.306 6.761
H -2.325 -2.459 1.541
H -1.915 -4.136 1.911
H -0.669 -2.783 2.003
C 4.635 3.463 -4.692
O 3.815 2.830 -3.741
C 4.281 2.989 -2.542
O 5.355 3.804 -2.180
O 3.644 2.221 -1.617
C 3.974 2.513 -0.282
H 5.654 3.154 -4.685
H 4.556 4.484 -4.490
H 4.289 3.407 -5.705
H 4.981 2.782 -0.113
H 3.809 1.675 0.403
H 3.285 3.261 0.153

Record 3
105
Properties=species:S:1:pos:R:3 method="wB97M-V/def2-TZVPD" gap_ev=8.281 charge=+1 homo_energy_ev=-10.0 lumo_ev=-1.707
Sr -0.174 0.597 1.186
C -0.068 3.117 3.886
C 0.397 3.741 2.470
N 1.172 2.752 1.729
C 2.566 2.495 2.148
C 2.976 1.051 1.837
N 2.194 0.078 2.432
C 2.620 -0.331 3.783
C 1.511 -0.897 4.639
C 0.544 -1.961 4.024
N -0.469 -1.437 3.092
C -1.812 -1.150 3.635
C -1.872 0.244 4.317
N -1.690 1.275 3.302
C -1.546 2.710 3.881
H 0.133 3.803 4.663
H 0.526 2.262 4.021
H 0.890 4.686 2.637
H -0.441 3.872 1.882
H 1.184 3.009 0.729
H 2.758 2.774 3.174
H 3.257 3.211 1.572
H 4.099 0.916 1.959
H 2.856 0.958 0.761
H 2.309 -0.755 1.898
H 3.047 0.499 4.332
H 3.357 -1.151 3.631
H 0.881 -0.148 5.062
H 2.055 -1.306 5.458
H -0.036 -2.437 4.864
H 1.087 -2.722 3.425
H -0.508 -2.164 2.391
H -2.301 -1.850 4.370
H -2.594 -1.050 2.774
H -1.051 0.361 5.079
H -2.836 0.400 4.835
H -2.533 1.233 2.700
H -1.955 2.834 4.913
H -2.118 3.349 3.250
C -4.045 0.184 -5.948
C -3.091 -0.081 -4.865
C -2.994 -1.402 -4.367
C -2.147 -1.672 -3.336
C -1.382 -0.664 -2.742
C -1.464 0.617 -3.195
C -2.313 0.925 -4.242
S -0.162 -1.045 -1.567
O 0.575 -2.146 -2.144
O -0.933 -1.191 -0.330
N 0.650 0.313 -1.332
C 1.525 1.036 -2.185
C 2.260 0.506 -3.276
C 3.072 1.320 -4.071
C 3.010 2.703 -3.822
C 2.245 3.141 -2.798
N 1.603 2.367 -1.926
H -3.769 -0.483 -6.789
H -3.972 1.219 -6.261
H -5.076 -0.058 -5.684
H -3.613 -2.176 -4.844
H -2.006 -2.663 -2.949
H -0.773 1.370 -2.845
H -2.431 1.920 -4.633
H 2.227 -0.585 -3.453
H 3.800 1.035 -4.797
H 3.587 3.273 -4.557
H 2.162 4.147 -2.550
C -6.123 1.345 -0.035
C -5.153 1.989 0.982
C -3.940 2.541 0.331
N -2.749 2.045 0.472
N -1.730 2.584 -0.325
C -2.134 3.601 -1.021
N -1.374 4.470 -1.721
S -3.809 3.953 -0.790
H -7.064 0.972 0.418
H -5.713 0.467 -0.582
H -6.526 2.060 -0.795
H -4.799 1.244 1.705
H -5.603 2.751 1.554
H -0.412 4.138 -1.961
H -1.920 5.088 -2.394
C 0.634 -5.411 -1.150
C 0.036 -4.394 -0.204
N 1.072 -3.875 0.701
C 2.156 -3.278 -0.014
N 2.735 -2.211 0.431
C 3.858 -1.560 -0.255
C 4.687 -2.494 -1.161
C 3.651 -3.237 -2.042
N 2.606 -3.872 -1.153
C 1.819 -4.854 -1.885
H -0.091 -5.909 -1.790
H 0.932 -6.257 -0.518
H -0.822 -4.807 0.426
H -0.290 -3.606 -0.854
H 1.470 -4.592 1.396
H 4.544 -1.146 0.513
H 3.493 -0.662 -0.778
H 5.298 -3.163 -0.552
H 5.281 -1.886 -1.843
H 4.080 -4.079 -2.612
H 3.142 -2.606 -2.716
H 2.397 -5.701 -2.229
H 1.401 -4.428 -2.778

Record 4
103
Properties=species:S:1:pos:R:3 method="wB97M-V/def2-TZVPD" gap_ev="6.624 / 6.538" charge=+2 homo_energy_ev="-12.2 / -12.2" lumo_ev="-5.594 / -5.679" multiplicity=3
Tm 0.369 0.672 0.124
O 2.133 2.189 1.400
C 2.255 2.212 2.835
C 1.452 3.350 3.445
C 0.011 3.384 2.913
C -0.785 2.176 3.321
C -1.385 2.142 4.575
C -2.144 1.047 4.947
C -2.286 0.004 4.044
C -1.651 0.103 2.825
N -0.902 1.156 2.453
H 2.580 2.971 1.052
H 3.309 2.291 3.109
H 1.878 1.253 3.183
H 1.928 4.309 3.227
H 1.445 3.223 4.530
H 0.028 3.457 1.825
H -0.475 4.279 3.303
H -1.273 2.987 5.241
H -2.628 1.014 5.914
H -2.875 -0.870 4.282
H -1.748 -0.700 2.108
C 4.283 0.018 -2.218
Si 2.786 0.282 -3.357
C 3.415 0.816 -5.048
C 1.792 -1.330 -3.499
Si 1.311 1.822 -2.302
Si -0.556 2.239 -3.714
C -1.574 0.627 -3.736
C -1.646 3.632 -2.987
C -0.102 2.727 -5.474
Si 2.437 3.861 -1.871
C 2.847 4.830 -3.430
C 1.287 4.900 -0.761
C 4.065 3.532 -0.938
H 4.723 -0.972 -2.362
H 4.018 0.119 -1.164
H 5.062 0.753 -2.428
H 4.057 0.045 -5.481
H 4.002 1.734 -4.980
H 2.597 0.996 -5.747
H 2.444 -2.199 -3.619
H 1.131 -1.300 -4.368
H 1.169 -1.499 -2.616
H -1.330 -0.022 -2.890
H -1.357 0.059 -4.643
H -2.652 0.809 -3.728
H -1.352 3.920 -1.973
H -2.709 3.372 -2.996
H -1.546 4.531 -3.597
H 0.496 1.959 -5.966
H 0.472 3.656 -5.490
H -1.001 2.883 -6.075
H 1.948 5.100 -3.987
H 3.486 4.244 -4.095
H 3.379 5.753 -3.187
H 0.579 5.454 -1.383
H 1.829 5.637 -0.163
H 0.697 4.275 -0.084
H 4.882 3.458 -1.659
H 4.059 2.590 -0.383
H 4.324 4.344 -0.253
O 2.298 -1.928 -0.147
C 2.314 -0.944 0.410
N -4.020 -5.724 0.576
C -5.208 -6.382 0.388
C -5.638 -7.665 0.714
C -6.928 -7.989 0.359
C -7.771 -7.071 -0.298
C -7.350 -5.803 -0.617
C -6.042 -5.448 -0.265
N -5.365 -4.275 -0.457
C -4.170 -4.464 0.046
C -3.140 -3.450 0.016
C -3.433 -2.197 -0.540
C -2.461 -1.232 -0.589
N -1.203 -1.410 -0.133
C -0.921 -2.618 0.388
C -1.837 -3.640 0.489
H -3.198 -6.111 1.003
H -4.993 -8.374 1.217
H -7.309 -8.975 0.588
H -8.774 -7.382 -0.557
H -7.991 -5.094 -1.123
H -4.425 -2.021 -0.931
H -2.678 -0.262 -1.016
H 0.091 -2.775 0.736
H -1.522 -4.576 0.928
O -1.922 2.028 -0.228
H -2.629 2.227 0.394
H -2.166 2.449 -1.067
S 1.238 -1.308 2.896
C 2.689 -1.443 3.754
N 3.889 -1.768 3.271
C 4.919 -1.857 4.310
C 4.128 -1.517 5.591
N 2.788 -1.239 5.067
H 4.068 -1.973 2.306
H 5.723 -1.147 4.120
H 5.345 -2.857 4.348
H 4.527 -0.644 6.104
H 4.104 -2.349 6.293
H 1.984 -1.094 5.653